Computed, not measured: a structure of composition C16H30As3Cl3N3PdSeSi, with wB97M-V/def2-TZVPD.

Last column: Mulliken charge in e.
Atoms and positions in Å:
Pd 1.71901 -1.53853 -0.46813  -0.27
C 0.19341 -1.34768 -3.89041  -1.31
As 0.61268 -0.20996 -2.37963  1.21
C 1.52241 1.25084 -3.28331  -1.37
C -1.07112 0.69368 -1.97173  -1.31
C -2.05510 0.00500 -1.01256  2.35
C -2.32594 -1.42766 -1.48528  -1.85
C -1.55583 0.00691 0.43984  -1.64
As -0.25563 -1.32762 1.02201  1.76
C 0.14397 -0.67906 2.80110  -1.36
C -1.27641 -2.93835 1.34140  -1.43
C -3.39612 0.76944 -1.06569  -2.09
As -3.76499 2.60095 -0.37136  0.32
C -2.05166 3.56293 -0.45976  -1.00
C -3.74825 2.27278 1.56704  -1.04
H -0.45439 -0.81446 -4.58529  0.42
H -0.28684 -2.26271 -3.55366  0.35
H 1.12483 -1.61176 -4.38899  0.43
H 0.92317 1.57632 -4.13307  0.40
H 2.49555 0.91521 -3.63636  0.45
H 1.65931 2.09257 -2.60644  0.38
H -1.56357 0.85890 -2.93408  0.74
H -0.78895 1.67392 -1.58787  0.07
H -1.41788 -2.04096 -1.48948  -0.01
H -2.72604 -1.42500 -2.50077  0.46
H -3.05901 -1.91893 -0.84273  0.40
H -2.40183 -0.15964 1.11295  0.75
H -1.12686 0.97623 0.70171  0.00
H -0.78947 -0.54508 3.34770  0.49
H 0.66676 0.27469 2.73582  0.36
H 0.76852 -1.40318 3.32257  0.41
H -2.28198 -2.66117 1.65615  0.48
H -0.78893 -3.51014 2.12724  0.46
H -1.31225 -3.53707 0.43493  0.38
H -4.15650 0.17209 -0.55036  0.57
H -3.71742 0.80660 -2.11007  0.53
H -1.76405 3.74189 -1.49490  0.33
H -1.23815 3.07068 0.07433  0.18
H -2.22627 4.53229 0.00732  0.42
H -4.43298 1.45875 1.80609  0.32
H -4.12095 3.17260 2.05488  0.42
H -2.75943 2.04855 1.96482  0.22
Se 4.22245 -2.04531 3.70676  0.27
N 4.50544 -0.29321 3.81631  -0.84
C 3.98927 0.30925 2.72982  0.74
C 4.01242 1.68395 2.46765  -0.64
C 3.42273 2.14397 1.29826  -0.66
C 2.82465 1.26039 0.42047  -0.44
N 2.78360 -0.07232 0.64613  -0.05
C 3.35319 -0.52697 1.76370  0.42
N 3.34103 -1.84429 2.07991  0.05
H 4.48467 2.35499 3.17142  0.49
H 3.42560 3.19759 1.05879  0.45
H 2.36379 1.59897 -0.49554  0.24
Cl 4.44305 -3.78303 0.00456  -0.26
Si 2.77411 -3.03601 0.88502  0.52
Cl 1.89375 -4.46026 2.03418  -0.23
Cl 1.24542 -3.66257 -1.30342  -0.40

Forces on the atoms, in the same order (eV/Å):
Pd -0.007 0.069 -0.032
C -0.007 0.009 0.001
As 0.041 -0.006 0.000
C -0.009 -0.004 -0.001
C 0.003 -0.003 0.008
C -0.012 -0.001 -0.013
C 0.000 -0.002 -0.009
C 0.024 0.022 -0.006
As -0.036 -0.061 0.060
C 0.002 -0.003 -0.002
C -0.008 -0.003 0.002
C -0.003 -0.012 -0.016
As 0.000 0.004 0.001
C 0.002 0.003 -0.002
C 0.002 0.001 0.004
H 0.000 -0.005 -0.003
H 0.000 -0.002 0.001
H 0.002 0.001 0.002
H 0.005 0.006 -0.001
H 0.000 -0.003 0.001
H 0.002 0.004 -0.004
H -0.007 0.001 0.004
H -0.007 0.000 0.005
H -0.003 0.002 -0.001
H -0.001 -0.001 0.000
H -0.001 0.001 0.001
H 0.005 0.000 0.002
H 0.005 -0.008 0.006
H 0.004 0.003 0.007
H 0.002 -0.002 0.001
H 0.000 -0.001 -0.004
H -0.005 -0.006 -0.002
H 0.001 0.012 -0.004
H -0.003 0.002 0.006
H -0.001 -0.001 0.002
H -0.001 0.000 0.002
H 0.000 0.000 0.000
H -0.002 0.003 -0.001
H 0.002 0.001 0.001
H 0.000 0.000 0.000
H 0.000 -0.001 0.002
H -0.002 0.002 -0.003
Se 0.012 0.017 0.013
N -0.024 -0.023 -0.026
C 0.016 0.021 0.012
C 0.004 -0.008 0.018
C -0.010 0.002 -0.017
C 0.007 0.007 0.007
N 0.000 -0.007 -0.016
C -0.015 0.009 -0.010
N 0.010 -0.005 0.014
H 0.001 -0.002 0.001
H 0.000 -0.001 -0.001
H -0.002 -0.005 -0.001
Cl -0.004 -0.005 0.024
Si 0.052 -0.009 -0.042
Cl -0.027 -0.005 0.009
Cl -0.006 -0.009 -0.002

- Charge: +1
- E_tot: -11698.56147 Eh
- HOMO-LUMO gap (alpha / beta): 6.753 / 6.215 eV
- 2S+1: 3